[1]
The following is a DFT calculation (ωB97M-V/def2-TZVPD) of a molecular structure, C25H30IrN3O3Sb at a distorted geometry.

Structure (XYZ):
```
63
Properties=species:S:1:pos:R:3:forces:R:3
Ir -2.2367 1.8058 -0.8641 -0.869 -0.139 -0.914
Sb -4.3102 0.3185 -1.2050 -0.082 -0.259 0.445
O 1.1270 -4.1071 -1.8662 0.142 0.048 -0.140
O -3.3719 3.2998 -1.7740 -0.467 -0.096 -0.037
O -0.9423 3.1829 -0.1187 0.308 0.129 0.189
N -0.9769 0.4167 0.0544 0.025 0.066 -0.012
N 1.0973 -4.3882 0.4040 -0.424 0.395 -0.324
N 1.5427 -2.1840 -0.6409 -0.176 0.271 0.034
C 1.8005 6.9816 0.6225 0.138 0.243 0.162
C 4.1385 -6.3737 2.2830 -0.182 0.203 -0.108
C 4.4397 -5.2072 1.4449 0.020 -0.288 0.187
C 0.1203 4.0760 -2.0588 -0.016 0.030 0.059
C 0.4659 6.0976 2.4480 0.249 0.358 0.115
C 3.4608 -4.4998 0.8752 -0.368 -0.059 0.013
C 0.3836 5.0626 0.2825 0.176 0.159 -0.107
C 1.7569 -6.1042 1.9250 -0.020 0.293 -0.207
C -3.2293 2.3827 -2.5632 1.607 0.632 0.704
C 2.0588 -4.9398 1.0524 0.438 -0.317 0.182
C 1.2306 -3.4822 -0.8765 0.024 -0.467 0.342
C 1.3829 7.0274 1.9453 -0.123 -0.054 0.265
C 1.3064 6.0119 -0.2097 -0.294 -0.427 -0.169
C 0.9506 -1.0085 1.4652 -0.042 -0.024 0.061
C 2.7542 -6.7864 2.4928 0.300 0.032 -0.016
C 5.2051 -7.1298 2.8659 0.092 -0.214 -0.009
C -0.0287 5.1222 1.6244 -0.096 -0.159 -0.122
C 0.1744 -0.0525 2.0995 -0.015 -0.004 -0.048
C -3.1593 2.4296 -4.0402 -0.315 -0.415 -0.031
C -0.1706 4.0741 -0.5917 -0.202 -0.203 -0.260
C -0.7661 0.6459 1.3647 0.032 -0.038 -0.011
C -4.6072 -1.2690 -2.5691 0.050 -0.004 -0.198
C -6.1847 1.2461 -0.9273 -0.012 0.123 -0.025
C -0.2667 -0.5441 -0.5524 0.008 0.083 0.015
C 0.7067 -1.2673 0.1276 0.171 -0.131 -0.144
H -4.9746 -2.1389 -2.0276 0.010 0.022 0.047
H -0.3714 3.2356 -2.5467 0.022 0.014 0.015
H -0.7594 4.4168 1.9937 -0.012 -0.014 -0.005
H -2.3065 1.8342 -4.3656 -0.031 0.017 -0.033
H -0.2175 5.0136 -2.5029 -0.011 -0.003 -0.028
H -3.0671 3.4734 -4.3408 -0.016 -0.005 0.001
H 0.3173 0.1876 3.1435 0.001 -0.008 0.003
H -6.7192 1.3146 -1.8727 0.012 -0.009 -0.022
H -6.0203 2.2328 -0.5003 -0.027 0.012 -0.007
H 2.5035 7.7119 0.2497 0.025 0.026 -0.003
H -0.4548 -0.6957 -1.6078 0.005 -0.016 0.007
H 1.7684 7.8009 2.5965 -0.013 0.002 0.018
H 0.1408 6.1614 3.4764 0.011 0.024 0.021
H 0.1749 -4.8278 0.4701 0.038 0.087 0.066
H 5.4796 -4.9346 1.3084 -0.009 -0.007 0.009
H 1.7427 -1.5188 1.9985 -0.005 0.004 -0.013
H -6.7559 0.6351 -0.2295 -0.001 -0.015 -0.004
H 5.3280 -7.9683 2.1219 0.016 0.067 0.050
H -4.0585 2.0063 -4.4947 -0.018 0.007 0.004
H -5.3583 -0.9697 -3.2992 0.001 0.029 0.008
H 0.7201 -6.3950 2.0611 0.012 0.016 -0.001
H 2.5594 -7.6517 3.1161 0.012 0.009 -0.009
H -3.6738 -1.5086 -3.0728 -0.006 -0.028 0.004
H 1.9094 -1.7665 -1.4939 -0.087 -0.002 -0.029
H 3.6674 -3.6333 0.2601 0.002 0.000 0.010
H 4.9299 -7.6611 3.7816 0.026 0.036 -0.005
H 1.1947 4.0120 -2.2316 0.011 -0.003 -0.015
H 1.6321 5.9910 -1.2405 -0.020 -0.026 -0.010
H 6.1692 -6.6259 2.9068 -0.013 -0.003 0.023
H -1.3523 1.4313 1.8225 -0.014 0.000 0.003
```
Forces are in eV/Å.

total charge: +4
HOMO energy (alpha / beta): -17.791 / -17.803 eV
spin multiplicity: 2
Kohn-Sham gap (alpha / beta): 3.0 / 3.0 eV
maximum force: 0.036 Eh/bohr



[2]
The following is a DFT calculation (ωB97M-V/def2-TZVPD) of a molecular structure, C25H30N10OS2Ti.

Structure (XYZ):
```
69
Properties=species:S:1:pos:R:3:forces:R:3
Ti -0.0695 0.0094 0.3037 0.323 0.280 0.236
S 2.5480 -0.0022 0.2449 -0.098 0.090 0.046
S 1.3424 -0.4591 -3.3733 -0.080 -0.116 -0.027
O -0.9348 -2.3698 -1.4720 -0.029 0.056 -0.073
N -0.1756 -1.4104 -5.3361 -0.037 0.019 0.003
N -2.2630 0.8504 -2.0570 -0.007 -0.050 -0.048
N 0.2354 1.7709 1.5921 0.166 -0.081 -0.090
N -2.2189 0.0586 0.2416 0.003 -0.132 -0.068
N 1.6579 -0.2119 -5.9793 0.010 -0.019 -0.016
N -0.4762 -1.5041 -0.8967 -0.133 -0.307 -0.184
N -0.2421 1.4602 -0.9612 -0.115 0.035 0.124
N 0.5094 -1.2312 2.1679 -0.040 0.102 -0.044
N 1.3164 3.0587 -0.1579 0.055 -0.015 0.003
N 1.6282 -2.9276 -0.1040 -0.004 -0.018 0.018
C -1.1285 1.4491 -2.0274 -0.038 -0.036 -0.034
C -4.9115 -0.5601 -0.0130 -0.028 -0.012 0.010
C 1.1538 3.6669 3.4061 0.007 0.014 0.018
C -0.3711 3.6764 -5.0058 0.009 0.007 0.008
C -1.0675 2.6972 -4.3038 -0.005 -0.007 -0.014
C 1.1597 4.0315 -3.1553 0.028 -0.008 -0.016
C 1.5620 3.6983 2.0959 -0.006 0.026 -0.013
C 0.4861 3.0361 -2.4783 -0.062 -0.039 0.022
C -2.8513 0.2738 -0.9451 -0.001 0.022 0.133
C 0.4142 -2.7206 2.0529 -0.012 0.022 -0.037
C -4.2642 -0.7384 1.2108 -0.017 0.009 0.019
C 0.9138 -0.7145 -4.9903 0.070 0.098 0.029
C 1.5634 -3.3563 1.2907 -0.005 -0.005 0.019
C 3.4069 -1.2395 -0.7481 -0.014 0.007 -0.008
C 1.0438 2.7801 1.1713 -0.122 0.005 0.017
C 0.7246 4.3292 -4.4432 -0.012 -0.008 0.001
C -4.2073 -0.0538 -1.0773 0.006 0.046 -0.038
C -2.9351 -0.4215 1.2846 0.021 0.072 -0.024
C -0.6059 2.3782 -3.0437 0.055 0.002 0.026
C 2.9603 -0.5054 1.9410 -0.017 -0.009 0.005
C 2.9636 -2.7162 -0.6500 0.032 0.026 -0.014
C 0.6255 2.5327 -1.1004 0.068 0.047 -0.005
C -0.2044 1.8002 2.8701 -0.011 -0.011 -0.060
C 0.2065 2.7181 3.7989 -0.015 0.009 0.012
C 1.7579 -0.7798 2.8513 -0.002 -0.022 -0.004
H -5.9593 -0.8069 -0.1190 0.001 0.004 -0.003
H 0.3805 -3.1522 3.0571 0.006 0.014 0.003
H -1.9364 2.2076 -4.7223 0.003 0.000 -0.004
H -0.7674 -1.7736 -4.6121 0.011 0.002 0.002
H 2.5051 -3.1263 1.7861 0.036 0.010 0.014
H 2.2379 4.4531 1.7215 0.000 -0.004 -0.003
H 1.5332 4.3904 4.1153 -0.002 0.001 -0.003
H 3.6167 -1.3673 1.8536 -0.005 -0.028 -0.009
H 1.1356 -3.5952 -0.6817 0.027 0.013 -0.010
H 2.4967 0.2868 -5.7403 -0.004 0.004 0.000
H -4.7835 -1.1150 2.0797 0.003 -0.001 0.000
H -4.6695 0.1291 -2.0361 0.000 -0.005 -0.002
H 2.9790 -3.1044 -1.6679 0.042 -0.018 0.002
H 1.4489 -4.4409 1.3810 -0.015 0.004 -0.011
H -0.4501 -1.5447 -6.2950 0.004 -0.011 -0.002
H -0.1922 2.6940 4.8027 0.001 -0.006 -0.001
H -0.2352 -0.9801 2.8166 0.021 -0.040 0.043
H 2.0440 -1.5182 3.6051 -0.006 -0.003 0.003
H -0.6937 3.9509 -6.0012 0.002 -0.004 -0.001
H -2.3971 -0.5470 2.2178 0.006 -0.030 -0.001
H 3.5517 0.2958 2.3816 0.006 -0.012 0.010
H 3.2880 -0.8664 -1.7646 -0.024 0.001 -0.001
H 1.9907 4.5546 -2.7023 -0.004 0.001 -0.001
H 1.2341 5.0933 -5.0146 -0.003 0.004 0.003
H 3.7138 -3.2815 -0.0892 -0.031 0.011 0.029
H 1.5146 0.1339 3.3849 -0.023 0.016 0.007
H -0.9299 1.0404 3.1407 0.014 -0.007 0.020
H 1.4623 -0.3878 -6.9510 0.000 0.002 0.001
H 4.4601 -1.1305 -0.4890 0.006 -0.016 -0.027
H -0.5343 -2.9541 1.5639 -0.016 -0.004 0.006
```
Forces are in eV/Å.

total charge: +2
HOMO energy (alpha / beta): -13.264 / -13.267 eV
spin multiplicity: 3
Kohn-Sham gap (alpha / beta): 6.5 / 6.3 eV
maximum force: 0.009 Eh/bohr



[3]
The following is a DFT calculation (ωB97M-V/def2-TZVPD) of a single C25H30N4O molecule at a distorted geometry.

Structure (XYZ):
```
60
Properties=species:S:1:pos:R:3:forces:R:3
O 1.4962 0.6313 1.8995 -0.148 0.094 0.318
N 2.1079 -0.8476 0.3344 0.137 0.079 -0.012
N -0.7278 -1.6544 0.2507 -0.335 -0.373 -0.065
N -0.5693 2.5381 1.7765 0.124 0.152 0.126
N -2.4449 -0.5101 1.0925 0.523 -0.626 -0.237
C 4.2379 -1.7665 1.0952 0.037 0.053 -0.310
C -2.0383 -1.6118 0.3436 0.270 0.192 0.186
C -1.3448 1.4245 2.2705 0.095 0.006 0.139
C 0.4161 1.9261 -1.1819 -0.052 0.038 -0.043
C 0.5712 0.9504 -2.1526 0.017 -0.005 0.014
C -1.9423 1.4659 -1.1364 0.055 0.154 -0.099
C 3.5035 -0.5350 0.5664 0.298 0.220 0.496
C 1.1710 -0.2369 1.0872 0.244 0.124 -0.089
C -4.6952 -1.1066 0.7965 0.144 0.383 0.215
C -1.7783 0.4869 -2.1007 -0.103 -0.055 -0.064
C -4.3119 -2.2276 0.0278 0.451 -0.233 -0.175
C -2.5057 -3.6484 -1.0186 0.012 0.088 0.066
C 2.6002 -3.1821 -0.1461 0.151 0.199 -0.243
C 1.9276 -1.8988 -0.6372 -0.317 -0.556 -0.280
C -1.3133 0.1576 1.4640 0.702 0.094 0.188
C -0.2566 -0.5756 0.9259 -0.962 0.090 0.294
C 1.0060 4.2442 -0.7068 0.086 0.053 0.039
C -0.1335 4.4062 0.3036 -0.032 0.008 -0.158
C -2.9916 -2.4949 -0.2058 -0.605 -0.105 -0.030
C -0.5152 0.2161 -2.5960 -0.001 -0.047 -0.110
C -3.7627 -0.2674 1.3164 -0.884 0.139 0.082
C -0.9785 3.1300 0.5054 -0.101 0.212 0.197
C 1.5379 2.8104 -0.7318 0.026 0.168 -0.065
C 4.0822 -2.9283 0.1177 -0.120 -0.120 0.286
C -0.8502 2.1696 -0.6504 -0.134 0.008 -0.185
H -1.9942 -3.2805 -1.9067 0.073 -0.033 -0.102
H -3.3312 -4.2888 -1.3177 -0.032 -0.042 -0.028
H 3.5523 0.2832 1.2865 0.037 -0.086 -0.204
H -5.0761 -2.8737 -0.3761 -0.044 -0.107 -0.063
H -0.7796 5.2245 -0.0168 0.007 0.039 0.055
H 0.2722 4.6668 1.2822 -0.057 0.045 0.000
H 2.3838 2.7280 -1.4178 0.010 -0.056 0.050
H 5.2921 -1.5262 1.2417 0.016 0.020 0.061
H -1.7828 -4.2257 -0.4460 0.068 -0.099 -0.012
H 4.5546 -3.8258 0.5216 0.064 -0.013 -0.065
H -0.9554 1.2070 3.2721 -0.203 -0.012 -0.087
H 4.5811 -2.6809 -0.8229 0.053 -0.022 -0.055
H 0.6449 4.4869 -1.7100 0.071 0.017 -0.002
H -2.6353 -0.0645 -2.4609 -0.074 -0.059 -0.032
H -4.0220 0.5966 1.9077 0.044 0.005 0.013
H 2.3990 -1.5785 -1.5749 -0.003 0.015 -0.007
H 3.8128 -2.0421 2.0622 0.013 0.030 0.079
H -0.3791 -0.5546 -3.3406 0.015 -0.066 -0.078
H 2.4739 -3.9664 -0.8939 -0.054 -0.050 -0.007
H -2.3816 1.7620 2.3732 0.056 -0.051 0.083
H 3.9521 -0.2096 -0.3797 -0.023 0.007 0.003
H 2.1110 -3.5055 0.7743 -0.082 -0.057 0.033
H -2.9311 1.6815 -0.7520 -0.090 0.019 0.065
H 1.8845 2.5234 0.2637 0.114 -0.037 0.028
H -2.0353 3.4076 0.6266 0.103 -0.042 -0.088
H 0.8642 -2.0601 -0.7995 0.384 0.024 -0.149
H 1.8096 4.9418 -0.4652 -0.012 0.050 -0.051
H 1.5524 0.7669 -2.5679 0.125 -0.018 -0.042
H 0.4064 2.2537 1.7540 -0.107 0.052 0.052
H -5.7408 -0.9125 0.9729 -0.054 0.094 0.070
```
Forces are in eV/Å.

SMILES string: Cc1cccn2c(CN[C@H]3CCCc4ccccc43)c(C(=O)N3CCCCC3)nc12
HOMO energy: -7.794 eV
spin multiplicity: 1
Kohn-Sham gap: 8.4 eV
maximum force: 0.020 Eh/bohr